Entry 1:
{
  "formula": "C5H7NS",
  "method": "ωB97M-V/def2-TZVPD",
  "symbols": ["C", "C", "C", "N", "C", "C", "S", "H", "H", "H", "H", "H", "H", "H"],
  "coordinates": [[0.59, 0.11, -2.07], [0.35, 1.28, -1.53], [0.24, 1.56, -0.04], [0.00, 0.66, 0.85], [-0.73, -0.44, 1.13], [-0.06, -1.60, 1.65], [-2.32, -0.37, 0.82], [0.80, -0.75, -1.50], [0.62, 0.26, -3.20], [0.02, 2.20, -1.97], [0.21, 2.62, 0.31], [0.38, -1.31, 2.58], [0.69, -1.96, 0.98], [-0.78, -2.27, 1.97]],
  "lowdin_charge": [0.039, -0.155, -0.116, 0.047, -0.951, -0.113, 0.673, 0.054, 0.096, 0.087, 0.127, 0.086, 0.084, 0.042],
  "charge": 0,
  "lumo_ev": -0.3,
  "orbital_gap_ha": 0.291,
  "energy_ev": -17621.196,
  "smiles": "C=C/C=N\\C(C)=S",
  "e_above_lowest_ev": 2.449
}

Entry 2:
{
  "formula": "C7H11N4O",
  "method": "ωB97M-V/def2-TZVPD",
  "symbols": ["O", "C", "N", "N", "N", "N", "C", "C", "C", "C", "C", "C", "H", "H", "H", "H", "H", "H", "H", "H", "H", "H", "H"],
  "coordinates": [[-4.17, 1.10, -0.71], [-3.60, 0.88, 0.45], [-2.42, -0.39, 0.26], [-2.28, -1.80, -0.09], [-1.11, -2.07, -0.32], [-0.41, -0.96, -0.16], [-1.19, 0.03, 0.11], [0.00, 1.00, 0.21], [0.90, -0.18, -0.31], [2.15, -0.72, 0.27], [3.34, -0.95, -0.60], [3.36, 0.28, 0.27], [-4.97, 0.63, -0.78], [-4.19, 0.52, 1.36], [-3.13, 1.80, 0.83], [-0.21, 1.72, -0.57], [0.39, 1.40, 1.20], [1.14, 0.07, -1.41], [2.09, -1.36, 1.17], [3.10, -0.72, -1.69], [3.91, -1.83, -0.35], [4.08, 0.31, 1.16], [3.24, 1.23, -0.30]],
  "lowdin_charge": [0.083, -0.097, 0.116, 0.108, 0.106, 0.013, -0.255, 0.039, -0.143, -0.266, -0.129, -0.087, 0.101, 0.155, 0.137, 0.123, 0.162, 0.180, 0.158, 0.133, 0.111, 0.137, 0.114],
  "charge": 1,
  "lumo_ev": -2.9,
  "orbital_gap_ha": 0.408,
  "energy_ev": -15433.124,
  "smiles": "OC[n+]1nnn2c1C[C@H]2C1CC1",
  "e_above_lowest_ev": 6.077
}

Entry 3:
{
  "formula": "C5H7NS2",
  "method": "ωB97M-V/def2-TZVPD",
  "symbols": ["C", "C", "C", "C", "C", "N", "S", "S", "H", "H", "H", "H", "H", "H", "H"],
  "coordinates": [[-1.54, -0.23, 0.38], [-1.15, 1.11, 0.63], [0.57, -1.39, 0.19], [-2.19, 2.23, 0.60], [2.86, -1.82, -1.21], [-0.56, -1.12, 0.31], [0.47, 1.50, 0.72], [2.03, -2.12, 0.45], [-2.55, -0.36, 0.19], [-3.02, 1.90, 1.27], [-1.69, 3.23, 1.08], [-2.59, 2.55, -0.39], [2.28, -2.39, -1.90], [3.96, -2.29, -1.08], [3.13, -0.80, -1.25]],
  "lowdin_charge": [-0.199, -0.803, -0.517, -0.156, -0.318, -0.001, 0.632, 0.896, 0.086, 0.068, 0.109, 0.080, 0.022, 0.087, 0.014],
  "charge": 0,
  "lumo_ev": -0.1,
  "orbital_gap_ha": 0.277,
  "energy_ev": -28455.989,
  "e_above_lowest_ev": 2.878
}

Entry 4:
{
  "formula": "C41H42AsN5O7S2Sn",
  "method": "ωB97M-V/def2-TZVPD",
  "symbols": ["Sn", "C", "N", "C", "C", "N", "C", "C", "C", "C", "C", "C", "C", "S", "C", "C", "C", "C", "C", "C", "S", "H", "H", "H", "H", "H", "H", "H", "H", "H", "H", "H", "H", "H", "H", "H", "H", "H", "H", "O", "C", "C", "C", "C", "C", "C", "C", "O", "N", "O", "O", "H", "H", "H", "H", "O", "C", "N", "C", "C", "O", "N", "C", "C", "C", "C", "C", "C", "C", "C", "C", "C", "C", "C", "H", "H", "H", "H", "H", "H", "H", "H", "H", "H", "H", "C", "As", "C", "C", "O", "H", "H", "H", "H", "H", "H", "H", "H", "H"],
  "coordinates": [[0.30, -0.81, 0.41], [0.31, 1.76, -2.36], [1.37, 1.36, -1.42], [1.73, 2.49, -0.53], [2.25, 2.06, 0.84], [1.21, 1.72, 1.82], [0.18, 2.76, 1.92], [1.80, 1.46, 3.11], [2.25, 2.52, 3.89], [2.78, 2.34, 5.15], [2.89, 1.04, 5.65], [2.46, -0.02, 4.89], [1.89, 0.14, 3.61], [1.32, -1.30, 2.80], [2.59, 0.91, -2.09], [3.24, 1.79, -2.95], [4.44, 1.46, -3.56], [5.00, 0.21, -3.30], [4.37, -0.66, -2.44], [3.16, -0.33, -1.80], [2.54, -1.54, -0.68], [0.60, 2.70, -2.87], [-1.02, 1.65, -0.67], [-0.61, -0.08, -2.90], [0.86, 3.13, -0.42], [2.52, 3.09, -1.00], [2.88, 2.89, 1.23], [2.91, 1.19, 0.72], [0.60, 3.78, 1.95], [-0.40, 2.58, 2.82], [-0.50, 2.69, 1.08], [2.18, 3.53, 3.50], [3.10, 3.19, 5.74], [3.30, 0.87, 6.64], [2.54, -1.04, 5.26], [2.78, 2.74, -3.20], [4.91, 2.16, -4.24], [5.93, -0.07, -3.78], [4.80, -1.63, -2.23], [-1.43, -2.39, -1.80], [-1.98, -3.46, -1.63], [-1.93, -4.34, -0.47], [-2.73, -5.47, -0.54], [-2.80, -6.38, 0.50], [-2.03, -6.16, 1.67], [-1.22, -5.08, 1.76], [-1.12, -4.08, 0.71], [-0.35, -3.11, 0.90], [-3.66, -7.50, 0.41], [-3.76, -8.25, 1.38], [-4.28, -7.70, -0.63], [-2.62, -3.86, -2.45], [-3.32, -5.65, -1.43], [-2.10, -6.88, 2.47], [-0.62, -4.90, 2.64], [-3.19, 2.40, -1.64], [-2.11, 2.18, -2.23], [-2.11, 2.15, -3.59], [-1.14, 1.44, -4.43], [-0.01, 0.68, -3.46], [0.98, 0.21, -4.16], [-0.92, 2.05, -1.60], [-1.92, 0.38, -5.19], [-2.40, -0.75, -4.52], [-3.16, -1.70, -5.18], [-3.47, -1.54, -6.52], [-3.02, -0.42, -7.19], [-2.26, 0.53, -6.53], [-0.36, 2.39, -5.31], [0.56, 1.86, -6.22], [1.44, 2.70, -6.90], [1.40, 4.07, -6.69], [0.48, 4.61, -5.81], [-0.39, 3.77, -5.11], [-3.02, 2.28, -3.99], [-2.16, -0.89, -3.47], [-3.50, -2.58, -4.64], [-4.07, -2.29, -7.04], [-3.27, -0.27, -8.24], [-1.92, 1.41, -7.07], [0.59, 0.79, -6.38], [2.16, 2.27, -7.58], [2.10, 4.72, -7.21], [0.44, 5.68, -5.64], [-1.09, 4.18, -4.40], [-3.40, 4.24, 0.67], [-3.58, 2.34, 1.06], [-4.10, 2.50, 2.95], [-5.21, 1.62, 0.31], [-2.29, 1.36, 1.03], [-4.36, 4.72, 0.87], [-3.12, 4.40, -0.37], [-2.64, 4.65, 1.33], [-5.13, 2.86, 3.07], [-3.42, 3.19, 3.45], [-4.00, 1.52, 3.41], [-6.04, 2.32, 0.43], [-5.43, 0.70, 0.84], [-5.04, 1.40, -0.74]],
  "lowdin_charge": [0.930, -0.228, -0.077, -0.162, -0.163, -0.187, -0.105, -0.282, -0.060, -0.124, -0.127, -0.148, -0.619, 0.503, -0.270, -0.048, -0.106, -0.118, -0.144, -0.602, 0.495, 0.139, 0.060, 0.114, 0.102, 0.113, 0.118, 0.117, 0.086, 0.096, 0.033, 0.100, 0.083, 0.088, 0.083, 0.112, 0.087, 0.086, 0.083, -0.004, -0.226, -0.104, 0.028, -0.192, -0.017, 0.001, -0.347, -0.228, -0.384, 0.011, 0.013, 0.113, 0.116, 0.108, 0.114, -0.078, -0.504, 0.149, -0.269, -0.403, -0.144, 0.150, -0.130, -0.005, -0.078, -0.117, -0.105, -0.037, -0.171, -0.033, -0.086, -0.128, -0.114, -0.049, 0.148, 0.090, 0.092, 0.088, 0.089, 0.107, 0.114, 0.094, 0.084, 0.086, 0.102, -0.203, 0.961, -0.229, -0.207, -0.548, 0.028, 0.018, 0.027, 0.020, 0.020, 0.029, 0.029, 0.036, 0.016],
  "charge": -2,
  "lumo_ev": 3.9,
  "orbital_gap_ha": 0.217,
  "energy_ev": -153322.519
}